# C29H37Cl5N2OP2PdSi

C29H37Cl5N2OP2PdSi as an isolated structure (ωB97M-V/def2-TZVPD, OMol25).

```
! RIJCOSX wB97M-V def2-TZVPD def2/J DEFGRID3
* xyz 0 1
Pd 1.2014 0.0489 -0.9107
Cl 6.2599 1.9868 -1.9012
Cl 6.3260 5.1049 -1.6099
Cl 3.6454 0.4134 -1.3149
Cl 3.7421 6.6008 -0.6816
Cl 1.1328 4.9838 -0.0513
P -1.0421 0.3525 -1.0880
P 1.0741 0.2865 1.6061
Si 0.7648 -4.7502 -2.1315
O 1.3931 2.1517 -0.4578
N -2.7538 1.4161 0.6849
N -1.0044 1.5314 2.8486
C -0.7046 -5.0393 -3.2472
C -2.7232 2.5220 4.1955
C -1.5120 1.0310 0.5733
C -4.5066 2.3468 2.0318
C -2.1397 -1.0846 -1.2017
C 3.6823 2.1502 -1.1324
C 0.4923 -5.5901 -0.4839
C 4.8829 4.2273 -1.2703
C 2.0113 1.3521 2.7529
C -4.0149 2.9358 4.3225
C -4.9169 2.8448 3.2314
C -1.5679 1.4866 -2.4626
C 3.7240 4.8890 -0.8565
C 2.4897 2.7750 -0.7241
C -2.2752 1.9911 2.9615
C -0.6982 2.7434 -2.4320
C 4.8511 2.8443 -1.4051
C -3.0490 1.8652 -2.3890
C -1.2813 0.7056 -3.7538
C 2.3185 -5.3949 -2.9340
C 0.8539 -1.3115 2.5645
C 2.1249 -2.1211 2.2862
C 0.9200 -2.9571 -1.8180
C 2.5643 4.1820 -0.5862
C -0.3465 -2.0578 1.9878
C -0.6126 1.0450 1.6996
C -3.1680 1.9105 1.8772
C 0.6695 -1.1131 4.0682
C 0.9940 -1.7686 -1.5671
H -1.3569 1.3930 -4.5993
H 1.5881 -0.7616 4.5404
H -0.1252 -0.3979 4.2887
H 1.5281 1.4104 3.7262
H -2.0189 2.5814 5.0146
H 2.2440 -6.4680 -3.1242
H -3.1535 -0.7796 -0.9410
H 0.3568 2.4992 -2.5523
H -2.1065 -1.4936 -2.2088
H 0.4061 -2.0678 4.5320
H -3.2464 2.6134 -3.1608
H -0.5601 -4.5432 -4.2090
H -1.9974 -0.0999 -3.9147
H -3.3211 2.2855 -1.4248
H -1.7932 -1.8487 -0.5130
H -0.2411 -2.1831 0.9078
H -0.4827 -5.3260 -0.0682
H -0.2753 0.2806 -3.7531
H -5.9394 3.1754 3.3566
H 2.0750 -3.0757 2.8184
H -4.3614 3.3380 5.2653
H -0.8022 3.2977 -1.4980
H -5.1725 2.2747 1.1820
H 1.2578 -5.2867 0.2335
H 2.4966 -4.8926 -3.8867
H -3.6955 1.0068 -2.5803
H -0.4012 -3.0563 2.4309
H 2.2316 -2.3288 1.2185
H 2.0595 2.3516 2.3180
H 3.0237 0.9607 2.8544
H -1.2870 -1.5453 2.2066
H 0.5337 -6.6773 -0.5849
H 3.0194 -1.5961 2.6301
H -0.8538 -6.1052 -3.4348
H -1.0010 3.3931 -3.2565
H 3.1876 -5.2214 -2.2971
H -1.6172 -4.6426 -2.7974
*
```

Summary:
- LUMO level: -0.84 eV
- HOMO-LUMO gap: 0.240 Ha
- Molar mass: 803.3 g mol⁻¹
- Energy: -128249.7395 eV